A 2-piece molecular cluster, C7H15N2 overall. Source: the Open Molecules 2025 dataset; level of theory: ωB97M-V/def2-TZVPD.

```
! wB97M-V def2-TZVPD RIJCOSX def2/J DEFGRID3
* xyz 1 1
C -2.58 -0.78 0.43
C -0.44 -0.84 -1.73
C 0.63 1.50 0.48
C -0.04 -0.03 -0.78
C 1.10 0.05 0.21
C 2.46 -0.06 -0.48
C 1.04 -0.88 1.42
N -2.76 0.46 0.33
N -0.51 1.32 -0.46
H -1.60 -1.17 0.62
H -3.39 -1.51 0.39
H -1.25 -0.59 -2.40
H 0.02 -1.80 -1.87
H 0.30 1.70 1.50
H 1.33 2.27 0.17
H 2.51 0.57 -1.36
H 2.64 -1.09 -0.79
H 3.25 0.23 0.21
H 1.86 -0.64 2.09
H 1.14 -1.91 1.11
H 0.11 -0.76 1.97
H -3.71 0.79 0.19
H -1.54 1.19 -0.01
H -0.57 1.98 -1.23
*
```

Results
Gap between HOMO and LUMO, eV: 10.727
Max |F|, eV/A: 1.23
Energy relative to the best compared isomer or geometry (same formula, charge and spin), kJ/mol: 181.57
E_HOMO, eV: -13.80
E_LUMO, eV: -3.1
Total energy, eV: -10474.4139
Molecular weight, g mol⁻¹: 127.211

---

C41H29BrN6O4Sr as an isolated structure. Source: the Open Molecules 2025 dataset; level of theory: ωB97M-V/def2-TZVPD.

```
! wB97M-V def2-TZVPD RIJCOSX def2/J DEFGRID3
* xyz -2 1
Sr 0.94 -1.35 0.68
O 2.36 3.08 2.73
C 1.21 3.77 2.75
C 1.33 5.12 3.08
C 0.26 6.01 3.04
C -1.02 5.53 2.85
C -1.14 4.18 2.55
C -0.10 3.27 2.46
C -0.28 1.79 2.08
O 0.74 1.05 1.87
N -1.52 1.36 2.03
N -1.67 -0.02 1.84
C -2.84 -0.35 1.43
C -3.20 -1.78 1.22
C -4.14 -2.14 0.28
C -4.35 -3.52 0.09
C -3.66 -4.41 0.88
C -2.77 -3.96 1.79
N -2.49 -2.64 1.99
H 2.30 2.22 2.22
H 2.31 5.59 3.31
H 0.38 7.08 3.34
H -1.84 6.21 2.88
H -2.11 3.72 2.34
H -3.61 0.36 1.20
H -4.75 -1.36 -0.15
H -5.08 -3.87 -0.64
H -3.71 -5.46 0.56
H -2.19 -4.62 2.37
C 3.42 -3.24 1.69
C 3.16 -2.11 2.55
C 1.95 -2.33 3.22
C 1.45 -3.63 2.76
C 2.44 -4.16 1.92
H 4.36 -3.32 1.07
H 3.81 -1.26 2.68
H 1.53 -1.59 3.87
H 0.53 -4.10 3.08
H 2.39 -5.10 1.41
N -0.55 8.78 -2.54
C -0.38 7.65 -2.36
C -0.17 6.25 -2.11
C 0.38 5.87 -0.90
C 0.52 4.49 -0.58
C 0.30 3.46 -1.52
C -0.20 3.92 -2.76
C -0.47 5.25 -3.02
C 0.59 2.03 -1.27
C -0.53 1.22 -1.58
C -1.84 1.60 -2.01
C -2.59 0.47 -2.17
C -1.74 -0.62 -1.75
N -0.53 -0.15 -1.38
C 1.95 1.71 -0.86
C 3.02 2.63 -0.64
C 4.09 1.86 -0.19
C 3.61 0.54 -0.16
N 2.36 0.43 -0.54
H 0.68 6.63 -0.17
H 1.06 4.17 0.34
H -0.51 3.17 -3.47
H -0.81 5.62 -4.02
H -2.15 2.60 -2.16
H -3.48 0.41 -2.77
H -1.90 -1.72 -1.65
H 3.01 3.74 -0.74
H 5.08 2.25 0.01
H 4.15 -0.35 0.17
Br -0.11 -8.49 -4.68
C 0.10 -7.09 -3.44
C 1.17 -6.34 -3.53
C 1.31 -5.15 -2.83
C 0.24 -4.78 -2.04
C -0.90 -5.59 -1.93
C -0.95 -6.80 -2.59
C 0.34 -3.54 -1.20
O -0.57 -3.31 -0.40
O 1.41 -2.88 -1.27
H 2.01 -6.75 -4.10
H 2.21 -4.50 -2.80
H -1.73 -5.31 -1.28
H -1.86 -7.41 -2.43
*
```

Results
Gap between HOMO and LUMO, eV: 5.401
Max |F|, eV/A: 3.99
Energy relative to the best compared isomer or geometry (same formula, charge and spin), kJ/mol: 83.94
E_HOMO, eV: -1.89
E_LUMO, eV: 3.5
Total energy, eV: -130999.6980
Molecular weight, g mol⁻¹: 837.245

---

C25H18AsCl5HfN2O2S5 as an isolated structure. Source: the Open Molecules 2025 dataset; level of theory: ωB97M-V/def2-TZVPD.

```
! wB97M-V def2-TZVPD RIJCOSX def2/J DEFGRID3
* xyz -2 1
Hf 0.32 0.07 -0.27
Cl -0.41 1.19 3.25
C 1.20 0.56 3.01
C 1.58 0.18 1.74
C 2.94 -0.10 1.59
Cl 3.54 -0.31 -0.04
C 3.84 -0.13 2.65
Cl 5.51 -0.52 2.39
C 3.39 0.17 3.93
Cl 4.48 0.11 5.27
C 2.06 0.54 4.11
Cl 1.52 1.00 5.69
C -3.39 -6.47 -1.45
C -3.14 -5.27 -0.59
C -4.03 -4.21 -0.56
C -3.75 -3.07 0.17
C -2.56 -2.97 0.87
C -1.67 -4.04 0.89
C -1.97 -5.18 0.16
S -2.15 -1.49 1.75
O -3.39 -1.01 2.33
O -1.03 -1.80 2.59
N -1.64 -0.42 0.65
C -2.50 0.21 -0.24
C -3.89 0.25 -0.31
C -4.44 0.88 -1.41
C -3.64 1.46 -2.39
C -2.27 1.43 -2.20
N -1.74 0.87 -1.12
H -4.43 -6.50 -1.79
H -3.18 -7.40 -0.92
H -2.75 -6.44 -2.33
H -4.94 -4.26 -1.14
H -4.45 -2.25 0.17
H -0.75 -3.95 1.43
H -1.25 -5.99 0.14
H -4.49 -0.19 0.47
H -5.52 0.92 -1.51
H -4.06 1.91 -3.27
H -1.58 1.85 -2.91
S -1.83 -2.25 -2.71
As 0.28 -2.16 -2.55
S 0.86 -2.39 -0.39
S 0.96 -0.03 -2.73
S 1.45 -3.43 -3.77
C 1.23 2.29 -0.32
C 0.29 3.43 -0.24
C -0.30 3.98 -1.38
C -1.21 5.01 -1.31
C -1.57 5.56 -0.08
C -0.98 5.04 1.07
C -0.07 4.00 0.99
H 1.99 2.37 0.45
H 1.72 2.30 -1.30
H -0.02 3.56 -2.35
H -1.65 5.40 -2.23
H -2.29 6.36 -0.02
H -1.25 5.45 2.04
H 0.36 3.60 1.90
*
```

Results
Gap between HOMO and LUMO, eV: 5.966
Max |F|, eV/A: 0.53
Energy relative to the best compared isomer or geometry (same formula, charge and spin), kJ/mol: 4.53
E_HOMO, eV: -2.03
E_LUMO, eV: 3.9
Total energy, eV: -212233.3493
Molecular weight, g mol⁻¹: 969.443

---

A 2-piece molecular cluster, CH6OS2 overall. Source: the Open Molecules 2025 dataset; level of theory: ωB97M-V/def2-TZVPD.

```
! wB97M-V def2-TZVPD RIJCOSX def2/J DEFGRID3
* xyz 0 1
C -1.91 -0.16 0.42
S -0.45 0.47 1.20
S 1.08 -0.60 0.31
H -1.62 -0.86 -0.34
H -2.56 0.60 0.20
H -2.59 -0.70 1.30
H 0.81 -1.79 0.88
O 0.82 0.56 -2.81
H 0.12 -0.09 -3.15
H 0.73 1.44 -3.09
*
```

Results
Gap between HOMO and LUMO, eV: 9.273
Max |F|, eV/A: 4.73
Energy relative to the best compared isomer or geometry (same formula, charge and spin), kJ/mol: 74.85
E_HOMO, eV: -8.61
E_LUMO, eV: 0.7
SMILES: CSS.O
Total energy, eV: -24851.4504
Molecular weight, g mol⁻¹: 98.192

---

One molecule with the formula C4H7N3O2. Source: the Open Molecules 2025 dataset; level of theory: ωB97M-V/def2-TZVPD.

```
! wB97M-V def2-TZVPD RIJCOSX def2/J DEFGRID3
* xyz 0 1
H -0.17 2.52 0.22
N 0.81 2.51 -0.13
C 1.36 1.38 -0.24
N 1.01 0.07 0.20
C 1.80 -1.02 -0.15
N 1.45 -2.24 -0.18
H 0.47 -2.37 0.02
C -0.28 -0.14 0.91
C -1.53 -0.05 0.08
O -2.12 0.97 -0.26
O -1.99 -1.29 -0.28
H 2.38 1.39 -0.62
H 2.82 -0.80 -0.46
H -0.42 0.59 1.74
H -0.29 -1.08 1.40
H -2.88 -1.16 -0.74
*
```

Results
Gap between HOMO and LUMO, eV: 10.027
Max |F|, eV/A: 2.46
Energy relative to the best compared isomer or geometry (same formula, charge and spin), kJ/mol: 125.73
E_HOMO, eV: -9.61
E_LUMO, eV: 0.4
SMILES: [H]/N=C\N(/C=N\[H])CC(=O)O
Total energy, eV: -12826.2268
Molecular weight, g mol⁻¹: 129.119

---

C74H170F6N2O30Pd as an isolated structure. Source: the Open Molecules 2025 dataset; level of theory: ωB97M-V/def2-TZVPD.

```
! wB97M-V def2-TZVPD RIJCOSX def2/J DEFGRID3
* xyz 0 3
Pd -25.77 15.85 5.19
C -27.27 15.76 2.65
O -25.90 15.54 2.90
O -27.68 15.95 3.97
C -27.67 16.70 1.42
F -28.50 17.62 1.78
F -26.65 17.36 0.78
F -28.25 15.92 0.49
C -25.21 14.76 1.90
C -23.67 14.68 2.19
H -23.46 14.68 3.26
H -23.35 13.72 1.78
H -23.25 15.59 1.76
H -25.11 15.22 0.91
H -25.61 13.76 1.76
H -27.66 14.77 2.46
C -23.58 13.64 6.17
O -24.33 12.96 5.17
O -23.87 15.02 5.96
C -23.57 13.02 7.58
F -23.03 13.88 8.44
F -24.79 12.66 8.06
F -22.83 12.00 7.68
C -23.86 11.59 4.86
C -24.74 11.04 3.68
H -24.16 10.19 3.32
H -25.69 10.85 4.17
H -25.01 11.75 2.90
H -24.07 10.94 5.71
H -22.78 11.49 4.68
H -22.56 13.55 5.80
C -19.79 11.27 5.09
C -19.31 11.89 3.80
C -18.56 13.19 4.16
C -17.59 13.72 3.09
C -16.64 12.67 2.56
C -17.44 11.37 2.09
N -18.39 10.95 3.14
O -18.81 9.66 3.12
C -18.03 11.64 0.71
C -16.33 10.24 2.13
C -20.56 12.32 3.01
H -20.31 10.32 4.97
H -20.39 12.02 5.60
H -18.97 11.03 5.76
H -19.13 14.10 4.36
H -18.07 12.98 5.11
H -16.94 14.41 3.64
H -18.22 14.26 2.39
H -15.98 12.51 3.42
H -15.99 13.09 1.80
H -17.22 11.54 -0.01
H -18.74 10.89 0.36
H -18.50 12.58 0.44
H -16.20 9.83 3.14
H -16.57 9.45 1.42
H -15.45 10.73 1.71
H -21.23 11.46 2.96
H -20.33 12.61 1.98
H -21.14 13.11 3.48
H -18.35 9.24 3.85
C -23.22 13.74 -5.21
C -24.32 14.53 -4.47
C -24.79 13.72 -3.20
C -25.75 14.51 -2.28
C -25.17 15.87 -1.88
C -24.51 16.68 -3.10
N -23.79 15.79 -4.06
O -23.29 16.44 -5.12
C -25.68 17.53 -3.75
C -23.51 17.77 -2.49
C -25.51 14.65 -5.36
H -22.27 13.81 -4.68
H -22.94 14.19 -6.16
H -23.46 12.72 -5.50
H -25.38 12.82 -3.41
H -23.99 13.47 -2.51
H -26.04 13.88 -1.44
H -26.66 14.78 -2.82
H -24.35 15.74 -1.17
H -25.98 16.44 -1.42
H -26.64 17.02 -3.65
H -25.81 18.44 -3.17
H -25.47 17.76 -4.79
H -24.04 18.32 -1.71
H -22.74 17.19 -1.98
H -23.04 18.56 -3.09
H -26.29 15.30 -4.95
H -25.85 13.66 -5.66
H -25.25 15.15 -6.29
H -22.36 16.27 -4.99
C -20.44 16.89 4.05
O -19.17 17.03 3.48
C -18.19 17.48 4.45
C -18.36 18.92 5.13
O -19.57 19.01 5.91
C -19.88 20.31 6.36
H -20.89 17.84 4.33
H -20.56 16.26 4.93
H -21.12 16.46 3.31
H -17.20 17.53 4.00
H -18.12 16.62 5.11
H -18.12 19.71 4.42
H -17.48 19.15 5.73
H -20.04 21.02 5.55
H -19.14 20.75 7.03
H -20.79 20.26 6.95
C -27.70 13.36 5.88
O -26.90 14.44 6.45
C -27.36 14.89 7.72
C -26.61 16.19 8.09
O -26.65 16.99 6.92
C -26.83 18.41 7.12
H -27.49 12.95 4.90
H -28.73 13.71 5.90
H -27.62 12.46 6.50
H -27.19 14.02 8.35
H -28.43 15.00 7.87
H -25.59 16.14 8.46
H -27.27 16.53 8.89
H -25.91 18.83 7.51
H -27.51 18.58 7.96
H -27.28 18.98 6.31
C -33.43 10.75 3.03
O -33.18 11.94 2.31
C -32.98 11.69 0.94
C -32.68 12.91 0.05
O -33.60 13.93 0.39
C -33.50 15.02 -0.51
H -32.74 9.92 2.88
H -34.43 10.36 2.85
H -33.39 10.96 4.10
H -33.72 11.06 0.44
H -32.01 11.20 0.89
H -32.84 12.63 -0.99
H -31.64 13.22 0.23
H -33.60 14.67 -1.54
H -32.61 15.65 -0.44
H -34.28 15.75 -0.31
C -29.99 19.55 -0.68
O -29.31 19.63 -1.89
C -29.77 18.76 -2.92
C -30.90 19.32 -3.74
O -30.58 20.46 -4.47
C -30.42 21.69 -3.66
H -29.38 19.96 0.14
H -30.37 18.56 -0.43
H -30.83 20.19 -0.96
H -30.19 17.88 -2.45
H -28.96 18.35 -3.52
H -31.63 19.57 -2.97
H -31.31 18.61 -4.45
H -29.46 21.74 -3.14
H -31.21 21.87 -2.93
H -30.39 22.53 -4.35
C -28.64 20.22 3.94
O -29.71 20.12 4.87
C -31.02 20.03 4.28
C -32.06 19.52 5.27
O -31.97 18.13 5.57
C -30.70 17.64 5.93
H -28.45 19.28 3.41
H -27.77 20.53 4.53
H -28.88 20.93 3.15
H -31.09 19.36 3.42
H -31.32 21.03 3.97
H -33.10 19.72 5.03
H -31.94 20.03 6.23
H -29.94 17.72 5.15
H -30.79 16.58 6.17
H -30.37 18.16 6.83
C -23.86 22.75 3.51
O -25.05 22.03 3.07
C -25.98 22.71 2.15
C -26.50 21.84 0.99
O -25.46 21.44 0.06
C -26.03 20.71 -1.06
H -23.21 22.15 4.15
H -24.08 23.66 4.06
H -23.21 23.06 2.69
H -25.37 23.50 1.71
H -26.74 23.25 2.72
H -27.40 22.33 0.64
H -26.84 20.91 1.43
H -26.55 19.82 -0.71
H -25.30 20.28 -1.74
H -26.77 21.30 -1.61
C -35.88 16.61 1.85
O -34.63 15.96 2.23
C -33.72 16.89 2.89
C -32.31 16.28 2.65
O -32.24 14.83 2.92
C -30.85 14.40 2.85
H -35.75 17.37 1.08
H -36.38 17.12 2.68
H -36.52 15.86 1.41
H -33.94 16.90 3.96
H -33.81 17.89 2.46
H -31.59 16.76 3.32
H -32.10 16.63 1.64
H -30.21 14.78 2.05
H -30.80 13.32 2.76
H -30.32 14.87 3.68
C -27.74 11.76 -5.26
O -28.78 11.51 -4.36
C -29.06 12.62 -3.58
C -30.51 12.58 -3.06
O -30.86 13.70 -2.24
C -30.87 14.93 -2.98
H -26.74 11.94 -4.88
H -28.00 12.53 -5.99
H -27.46 10.89 -5.84
H -28.99 13.49 -4.25
H -28.47 12.72 -2.67
H -30.67 11.61 -2.58
H -31.26 12.56 -3.85
H -31.01 15.67 -2.19
H -31.71 15.05 -3.65
H -29.99 15.29 -3.52
C -29.57 8.78 2.82
O -28.83 9.21 1.67
C -27.68 10.07 1.96
C -28.15 11.51 2.36
O -29.03 12.05 1.33
C -28.44 12.41 0.10
H -30.30 9.54 3.10
H -29.05 8.60 3.76
H -29.97 7.77 2.74
H -26.84 10.06 1.27
H -27.16 9.63 2.81
H -27.41 12.28 2.55
H -28.84 11.56 3.21
H -27.55 12.98 0.38
H -29.17 12.89 -0.56
H -27.98 11.61 -0.48
C -19.91 11.87 -3.06
O -20.80 12.85 -2.51
C -20.15 13.83 -1.78
C -21.14 15.06 -1.55
O -20.60 16.20 -0.85
C -20.42 16.14 0.53
H -19.30 12.29 -3.86
H -20.43 10.97 -3.40
H -19.29 11.54 -2.23
H -19.25 14.20 -2.27
H -19.77 13.49 -0.81
H -21.99 14.65 -1.00
H -21.48 15.34 -2.55
H -20.22 17.14 0.92
H -19.48 15.68 0.85
H -21.16 15.64 1.15
C -23.77 18.25 5.46
O -24.96 17.84 4.86
C -25.34 18.76 3.84
C -24.46 18.75 2.58
O -23.10 19.06 2.77
C -22.38 19.61 1.68
H -22.87 18.20 4.85
H -23.53 17.63 6.33
H -23.81 19.26 5.88
H -25.36 19.79 4.20
H -26.34 18.46 3.53
H -24.89 19.46 1.88
H -24.56 17.80 2.05
H -22.24 18.72 1.06
H -21.39 19.96 1.95
H -22.99 20.41 1.25
C -20.87 7.89 -1.07
O -21.32 9.23 -0.89
C -22.11 9.36 0.24
C -22.88 10.71 0.28
O -24.05 10.70 -0.56
C -23.75 10.55 -1.88
H -20.23 7.85 -1.96
H -21.73 7.27 -1.32
H -20.38 7.45 -0.20
H -21.47 9.35 1.12
H -22.72 8.48 0.40
H -22.25 11.55 -0.01
H -23.25 11.03 1.26
H -23.02 11.31 -2.15
H -24.61 10.66 -2.53
H -23.27 9.61 -2.18
*
```

Results
Gap between HOMO and LUMO (alpha / beta), eV: 8.532 / 7.751
Max |F|, eV/A: 4.41
⟨S²⟩: 2.00
E_HOMO (alpha / beta), eV: -8.06 / -8.06
E_LUMO (alpha / beta), eV: 0.5 / -0.3
Total energy, eV: -163657.6404
Molecular weight, g mol⁻¹: 1788.566

---

A 2-piece molecular cluster, C4H13NSi overall. Source: the Open Molecules 2025 dataset; level of theory: ωB97M-V/def2-TZVPD.

```
! wB97M-V def2-TZVPD RIJCOSX def2/J DEFGRID3
* xyz 0 1
C 0.26 -2.55 -0.35
N 0.03 -1.42 -1.30
Si -1.63 -1.06 -1.57
H 0.00 -3.52 -0.64
H 1.33 -2.49 -0.13
H -0.17 -2.38 0.66
H 0.70 -1.54 -2.02
H -1.73 0.46 -1.76
H -2.43 -1.83 -2.53
H -2.19 -1.20 -0.25
C 1.26 0.67 1.57
C 0.11 1.26 1.82
C -0.45 2.49 1.25
H 1.36 -0.32 2.08
H 2.18 0.97 1.12
H -0.61 0.68 2.38
H 0.16 3.22 0.74
H -1.11 2.36 0.42
H -1.12 3.01 1.97
*
```

Results
Gap between HOMO and LUMO, eV: 10.290
Max |F|, eV/A: 3.49
Energy relative to the best compared isomer or geometry (same formula, charge and spin), kJ/mol: 224.18
E_HOMO, eV: -9.28
E_LUMO, eV: 1.0
SMILES: CN[SiH3].C=CC
Total energy, eV: -13724.7916
Molecular weight, g mol⁻¹: 103.241

---

Question: The highest molecular weight belongs to which entry?
Answer: C74H170F6N2O30Pd

---

Question: The highest molecular weight belongs to which entry?
Answer: C74H170F6N2O30Pd